[1]
C43H111N3O14PS | ωB97M-V with the def2-TZVPD basis set

Computed properties:
Charge: +1
Maximum force, eV/Å: 7.45
E_LUMO, eV: -4.57
Kohn-Sham gap, Ha: 0.16770

Atoms and positions in Å:
H 3.9237 -0.3758 3.8005
H 6.9711 2.7680 3.0348
C -3.3050 1.9573 -1.9553
H 1.4680 2.8215 -2.9896
H -1.2690 2.5837 -2.7882
H -5.8484 -9.8801 2.0405
C 0.1968 0.4420 3.6649
H 7.4601 -0.8899 3.9581
H 10.6755 -3.8310 -0.7507
C 0.5186 4.2362 -0.3862
H -3.6395 -8.1841 2.6177
C 2.2598 3.4673 -2.3949
H -3.3314 1.2904 -2.9175
H -0.9401 -9.5060 -0.7647
H -3.4531 1.8763 3.0453
H 1.5769 1.9969 -7.6604
H -4.3012 -6.9164 -2.4719
H 2.8919 4.0190 -5.7630
H 2.4248 -2.1601 -0.9685
H -2.3946 -0.5187 3.2751
C -4.8634 6.8579 -5.6205
C 0.6048 -0.6618 2.5225
O -2.8589 -1.2768 -2.8122
H 4.2717 2.5652 -1.6781
H 8.6095 0.8624 3.0790
H -0.8722 6.0322 -0.6944
H -5.7316 -7.7737 -0.5914
C -4.7814 2.8863 6.0709
C 7.7595 -2.7569 2.9210
H -4.3890 -0.1737 4.9544
H -2.9707 3.4134 5.5824
O -3.6756 2.8776 5.1800
C 2.7647 -0.2946 3.5473
H -5.5780 2.2781 5.6323
N -3.0235 1.4452 0.9590
O -4.1003 -2.3773 -0.3996
C 3.1316 2.5342 -1.3317
H -4.9331 1.2691 2.0396
C -5.0723 -4.2038 2.2732
H -6.4982 -5.5865 1.4209
C -3.4721 -0.4055 2.8006
H 3.7585 -2.1498 1.5206
C 0.4271 -7.8675 -1.0753
H -3.6376 7.8866 -4.1749
C -3.7094 6.8992 -4.6404
H 8.6277 3.3619 2.7720
H -6.8268 -6.3867 -0.8040
H 1.3703 1.0756 -1.2041
H -2.8929 2.4937 0.8747
C -6.0024 8.3648 2.7177
C 2.5247 0.9997 -1.4060
H -6.4618 -5.5704 3.2005
H 6.3312 2.8094 -7.9894
O -3.9103 5.9389 -3.6138
H 1.7747 1.3688 5.2568
O -5.4403 -8.9989 2.0922
H 8.0356 3.9509 -6.7435
H -4.9526 5.8645 -6.0722
C -3.3400 -10.0510 1.5806
O 5.7312 3.5731 -8.0408
H -3.1231 4.2827 -0.8740
H 0.8656 5.3838 -2.4267
H -0.8493 0.9227 3.8937
H 2.3283 5.4100 -1.2005
C -1.8103 2.6362 -1.7476
H 7.2831 -3.7385 2.8300
H -4.8614 -4.7062 -2.1665
C -5.9854 7.6442 4.0497
H -6.1137 4.3308 6.9708
H 3.1067 2.9645 -0.2362
H -5.1348 9.0232 2.6192
H -4.4571 4.9247 6.7080
H 8.7917 -2.8959 3.2545
H -3.3316 -9.6073 0.5797
C 2.8201 3.0316 -6.2285
H 8.7101 -2.9195 -2.0250
H 2.6688 0.6212 -2.5280
H 7.6220 5.4081 -7.6381
O 5.6593 -1.7047 3.4326
H 7.6262 -3.4540 -0.7181
H -5.1666 -6.3616 2.3110
H -2.1965 4.8225 -2.4252
H -5.9973 7.6485 1.8896
H -3.9643 5.0647 -4.0366
C -3.7879 1.0930 2.2158
O -5.4316 -5.2276 -2.7571
H 0.5536 3.0654 -0.3153
H 5.2366 5.1992 -6.9032
C -5.3376 -6.5859 -2.3536
C 3.2704 -0.0448 -0.3592
H 0.9133 -7.9586 -0.0985
H 9.7987 -2.6285 0.2161
H -4.4459 -4.1361 1.3784
H -5.7562 -3.3500 2.2810
H 4.2433 -0.4318 -0.8946
H -4.7261 7.5956 -6.4160
H 7.5068 0.7152 1.6963
P -3.0864 -1.1039 -1.0588
H 1.0628 4.6311 0.6004
C -4.5229 -0.8693 4.0126
C 8.5728 -3.6573 -1.2295
H -4.1524 -1.9455 4.3413
H 5.6410 3.7282 -5.9965
H 2.5652 1.1971 -5.6247
H -7.0839 6.1605 3.4277
S -3.8192 0.8469 -0.4942
H -5.0833 7.0335 4.1542
N -1.6190 -1.2893 -0.4020
H -5.8100 7.0612 -5.1091
C -0.9823 4.8918 -0.3712
H 0.7195 3.1936 -6.6973
C 1.4724 4.7280 -1.6397
H 3.0211 3.9942 -3.1467
C 9.7268 -3.6159 -0.2494
H -5.1787 -6.1171 -0.2509
H -5.6185 -0.8840 3.5917
C -2.0561 4.2181 -1.4058
O 9.5259 -4.5763 0.7772
H -1.3565 -0.4311 0.1326
H 1.1742 -0.9773 -0.1956
H 2.1001 -3.1234 1.5024
H -1.7742 -6.8274 -0.2978
H 7.5343 3.2026 1.4031
H 9.4719 -5.4504 0.3544
H -4.1629 2.7708 -2.0669
H -6.9138 8.9630 2.6155
C 7.3525 4.8064 -6.7640
H -6.0129 8.3627 4.8742
H -4.1301 -9.6143 3.5468
H 3.5186 0.5588 0.6130
C 8.3034 1.3234 2.1349
H -5.9684 -7.1838 -3.0180
H 1.8034 3.7280 -8.0042
N 2.0736 -1.0685 2.4456
H 10.1141 1.8505 1.6464
C 2.5818 -2.0466 1.4078
C 5.9143 4.3414 -6.8607
O 9.4092 1.3148 1.2440
H 0.3980 -6.8002 -1.3181
H -3.4957 -1.1796 1.8947
H -3.6305 -4.8729 3.3994
C 6.9936 -1.8769 3.8869
H -1.4700 -8.3460 -1.9988
O -1.7447 -7.7672 -0.0492
H -2.3078 -10.1901 1.9141
H -0.0664 -1.2046 1.7324
O -7.1221 6.8002 4.1592
H 7.5094 5.4041 -5.8617
C -4.1060 -9.1710 2.5465
C -5.8479 -5.5046 2.2963
H -3.8165 -11.0326 1.4896
H -1.4830 4.8973 0.7009
C -0.9723 -8.4450 -1.0292
H -1.2608 2.0204 -0.9189
H 7.7680 -2.3131 1.9201
O 2.6192 2.0713 -5.2019
H 8.4837 -4.6506 -1.6813
H -2.5968 -2.2551 -2.8936
H 3.7688 2.8165 -6.7298
H 6.9695 -2.3202 4.8872
H -5.5505 4.7655 5.3391
H 5.2512 -2.5860 3.3809
H 1.0371 -8.3822 -1.8230
C -5.2585 4.3070 6.2896
C 1.6661 2.9903 -7.2086
H -4.7342 -1.8823 0.2296
H -2.7608 6.6841 -5.1416
C -5.7937 -6.7314 -0.9166
C 2.2973 -1.3651 -0.0872
O -4.2396 -4.1151 3.4200
C 7.8263 2.7442 2.3536
H -4.4753 2.4253 7.0150
C 1.6758 0.6332 4.3520

Atoms 1-6, force components in eV/Å:
H -2.902 -0.040 -0.877
H 0.071 0.072 -0.023
C 0.438 0.819 -1.398
H 1.839 1.251 1.150
H -0.859 -0.276 2.226
H 0.197 0.493 0.030


[2]
C43H111N3O22 | ωB97M-V with the def2-TZVPD basis set

Computed properties:
Maximum force, eV/Å: 4.88
E_LUMO, eV: -0.02
Kohn-Sham gap, Ha: 0.29193

Atoms and positions in Å:
C 5.4283 10.9641 -2.4468
H -6.3560 8.2649 -4.3217
O 8.9511 5.0457 2.6973
O -4.3224 -2.9278 -8.3612
H 3.6818 10.8877 -1.1529
C -5.9272 -6.4231 4.9864
O -8.0616 6.6413 -5.8345
H 3.5289 -4.5538 3.9617
O 6.7685 10.5812 -2.3650
C 4.0069 -6.6547 6.0615
H 3.3269 -2.9367 7.7306
H 6.0932 -6.3867 5.7380
H 3.0725 -6.3666 5.5797
O -1.8755 -6.7329 -2.8766
H -5.5253 -8.5259 5.4363
H -3.2438 -1.3021 -8.6431
H 4.9542 11.3122 0.7374
H -2.7598 -2.2223 -7.1710
H -0.3205 5.4753 -2.0554
C -1.3373 -8.6382 -1.2842
C -5.9323 -7.6217 5.8889
C 0.5592 3.1330 -4.3979
C 10.2097 2.9307 2.5168
H 10.6298 2.3160 1.7208
C 9.4340 4.1187 1.7739
C 0.9650 7.2670 -10.7630
H 5.3799 -3.9105 9.6023
H 5.5423 -4.3702 -3.9881
H 2.8885 2.5910 -1.0414
H -0.4597 2.7848 -4.5675
H 0.7738 3.8588 -5.1823
C -2.0452 -3.1490 -8.9343
H 6.1266 -5.4614 9.1916
H 9.6762 5.6210 2.9519
H -1.8028 -9.3176 -1.9982
H -0.3886 0.2314 -1.3883
C 6.4852 -4.1240 4.6367
H -4.9224 -2.1975 -8.1929
H -1.1297 -2.5692 -9.0523
C 0.9219 7.6041 -12.3200
H 0.1333 3.4484 4.4459
H 7.3563 -4.6973 4.9539
C -6.7802 -3.9550 4.9789
O -8.0770 9.3614 -4.9767
O -5.1638 -2.8669 -3.2256
H -3.3007 -4.1600 4.7929
H -7.3314 2.4087 -1.8714
O 11.3138 3.4451 3.2783
C -3.0629 -2.2884 -8.2160
H -2.8279 -7.1462 -1.1637
H -8.1865 2.2104 0.1578
H 0.1656 6.5482 -10.5826
O -7.6309 2.9932 0.1450
H -4.9242 2.3811 0.0104
C -4.4770 -5.8444 4.9775
H 5.1170 -6.3705 4.2032
H -8.6979 7.1724 -5.3502
N 5.3983 -4.2333 6.8351
H -5.8394 0.9888 -0.0756
O -1.6331 -4.2296 -8.1284
H -3.8630 -6.4883 4.3477
H -6.1119 -2.7896 -3.1185
H -5.0232 -3.4042 6.3189
H -4.0882 1.9924 -1.7633
H 3.0299 -3.8730 9.1244
H 2.2704 2.1482 5.9020
H 2.0024 0.1789 -3.7760
C 5.2397 -4.5294 5.3635
H -4.0954 -6.0094 5.9851
H 6.5457 -2.8525 7.5026
H -6.4797 -3.9530 2.9095
H 2.5467 2.2732 -4.5650
H 0.2751 0.3682 -3.7657
C -7.1031 7.5396 -6.3504
C 4.0467 -6.3245 7.6100
C 1.9147 2.8245 5.1247
H 1.8859 6.8235 -10.3845
O 6.1582 -4.3577 -4.7208
O 0.5226 3.2018 5.2880
C -5.2423 -3.5309 5.2587
C 2.8062 4.0814 4.9024
H -6.9245 -8.0172 6.1065
O 0.1253 -8.7578 -1.3531
H 3.2840 0.8671 -1.2680
H 2.2455 -4.3367 7.5883
C 1.3300 1.4121 -2.0703
O 0.3853 3.1578 -0.7635
H -0.7155 5.2962 -3.7618
H 1.0765 -0.6010 -1.1760
H 7.0510 10.1470 -3.1732
H 9.6053 2.2769 3.1457
H -4.8330 -1.9802 -3.0823
H -8.5562 -6.1942 4.9134
H -6.5822 -6.0468 2.9080
H 1.2455 1.5028 -5.5618
H 6.2874 -5.2801 -4.9414
C -4.3292 -4.4154 4.5376
H 5.4595 12.0086 -2.7568
H 1.4494 6.7550 -12.7545
H -7.4153 -2.4706 3.5686
H 11.2741 4.4013 3.2028
C -6.2983 -6.8912 3.5362
C 3.9884 -3.9088 4.7107
O 1.9814 -5.8412 -4.5314
H 4.9143 9.7098 -0.8090
H 2.8381 3.9881 -3.2334
C -1.8134 -7.2094 -1.5573
H -7.5035 8.0766 -7.2104
H 4.5498 -5.3849 9.9268
H -1.4906 4.2318 -2.5937
H 0.4880 -8.3803 -2.1578
H -5.4335 -7.4996 6.8503
C -6.8734 8.6334 -5.2075
H -6.1542 9.3878 -5.5266
C 3.1627 -3.9669 8.0466
H 2.5849 4.7502 5.7342
C 1.9901 4.5212 -2.8034
H 1.0473 -5.7854 -4.3301
H 3.9656 -7.7365 5.9348
H -7.5366 -2.0861 5.7972
O -8.1504 -5.8288 5.7029
O -4.9343 1.5438 -1.8309
H 0.7564 0.6434 -0.1250
C -7.7056 -3.1539 5.9370
H -1.2984 -6.4306 -0.9948
H 4.1780 -2.9451 4.2379
H -2.5725 -6.0729 -2.8775
H 6.7209 -3.0655 4.7463
H 1.2951 3.3771 -0.5494
H -7.0590 -7.6513 3.7138
H 3.2470 -3.6900 5.4792
H 3.8481 3.8114 5.0747
H 8.6057 3.7761 1.1538
N 0.4596 2.6550 -1.9742
C 5.1728 -6.0678 5.2489
H 4.9007 10.4768 -3.2668
H 10.0953 4.6976 1.1292
H -7.6045 -3.3313 7.0077
H -0.7553 8.5775 -12.7014
H -2.4211 -4.6844 -7.8222
H -8.2056 -3.9821 3.4402
C 5.1913 -4.9017 9.1899
C -6.7982 2.8256 -1.0170
O 5.6797 -2.8780 7.0892
H -8.7728 -3.2949 5.7657
C 4.4465 -4.7944 7.8568
H -2.4357 -3.3394 -9.9340
C -7.2203 -3.5427 3.5959
C -5.6345 1.8894 -0.6543
C 4.7617 10.7471 -1.1071
H 1.8935 5.4598 -3.3491
O 5.4041 11.5274 -0.0829
H 3.3855 2.0677 -2.5518
C -0.5611 4.7490 -2.8318
H 2.1785 5.0067 -1.8458
H -6.4522 3.7852 -1.4012
H 6.3813 -4.2259 3.5564
H 1.4648 8.5236 -12.5386
H 4.8085 -6.9747 8.0401
H -0.1776 8.7181 -10.3150
H 2.9997 5.6966 3.8763
H -7.9098 10.2660 -4.7025
H -5.4611 -7.4012 3.0597
H 2.0282 -5.7424 -5.4824
C 1.4989 1.9768 -4.6136
C 1.2075 0.8887 -3.5471
H -6.1756 7.0246 -6.6006
H -5.1091 -2.5336 4.8394
H 3.0704 -6.5690 8.0283
O 0.6392 8.3754 -9.9449
C 2.7862 1.7326 -1.7053
H 2.0020 2.2138 4.2262
O -0.3773 7.7236 -12.9240
H -1.6641 -8.9473 -0.2913
H -4.3059 -4.4240 3.4479
N -6.8526 -5.3838 5.3588
O 2.5637 4.8465 3.7822
C 0.6224 3.7885 -2.9547
C 0.6676 0.4094 -1.1859

Atoms 1-6, force components in eV/Å:
C -0.143 0.938 -0.255
H -0.785 -0.684 0.380
O -0.740 0.560 0.805
O -0.460 -0.011 0.433
H -0.090 0.470 -0.097
C 0.868 0.615 -2.224